# C12H14BF5IrN6

A structure of composition C12H14BF5IrN6 in a non-equilibrium geometry (ωB97M-V/def2-TZVPD, the OMol25 dataset).

XYZ file:
```
39
Properties=species:S:1:pos:R:3:forces:R:3:lowdin_spin:R:1
H -3.588 -2.125 0.635 -0.01 0.08 -0.13 0.006
N -2.316 -0.864 -0.553 -0.11 -2.43 -1.41 0.223
B -1.023 0.087 -2.685 -1.20 0.21 -0.79 0.003
N -1.807 -0.964 -1.845 -0.63 -0.84 0.15 0.012
C -2.386 -2.039 -2.431 0.27 0.84 0.77 0.074
Ir -1.901 0.472 0.815 0.31 0.00 -0.25 2.568
H -2.210 -2.225 -3.481 0.02 -0.18 0.14 0.004
C -3.208 -2.680 -1.518 -0.32 -0.09 0.75 0.024
H -3.797 -3.565 -1.679 -0.02 -0.08 -0.07 0.001
C -3.141 -1.950 -0.335 0.88 0.24 -1.48 0.058
H -1.672 0.184 -3.724 0.50 -0.05 0.41 -0.001
C 3.817 1.081 1.509 -0.74 1.54 -0.08 0.000
H 4.189 1.724 2.313 -0.10 -0.19 -0.16 0.000
H 2.736 0.948 1.626 0.18 0.03 0.00 0.000
H 4.024 1.572 0.552 -0.04 -0.11 0.16 0.000
N 0.419 -0.286 -3.279 0.18 -0.14 -2.01 0.086
N -1.215 1.454 -1.973 -0.46 0.99 -0.02 0.013
N 1.599 -0.611 -2.589 0.94 -0.28 -0.66 0.287
N -1.671 1.693 -0.683 1.22 1.94 -1.86 0.249
C 0.668 -0.368 -4.618 -2.90 0.89 2.50 0.245
C -1.303 2.617 -2.664 0.07 -0.92 1.16 0.086
H -0.120 -0.146 -5.328 0.17 -0.09 0.01 0.006
H -1.096 2.612 -3.722 0.08 0.22 0.05 0.004
C 1.995 -0.740 -4.822 1.80 -0.56 1.08 0.374
C -1.713 3.628 -1.802 -0.09 0.30 0.59 0.028
C 2.530 -0.886 -3.508 -0.68 0.28 0.19 -0.011
C -1.913 3.043 -0.558 0.35 -0.72 -1.63 0.065
H 2.494 -0.898 -5.755 0.13 -0.01 -0.32 0.014
H -1.835 4.663 -2.048 -0.07 0.21 -0.05 0.001
H 3.553 -1.164 -3.261 -0.40 0.09 0.19 -0.005
H -2.228 3.441 0.391 -0.03 0.18 0.04 0.008
H 4.295 0.149 1.545 0.68 -1.29 0.07 0.000
F -1.027 1.856 3.145 -0.41 -1.49 -0.90 0.106
C -1.349 0.575 2.698 0.92 -0.02 3.95 0.260
F -0.298 -0.264 3.061 -1.20 1.06 -1.01 0.076
C -2.580 0.101 3.550 -0.58 -0.18 2.56 0.067
F -2.155 0.040 4.826 -0.48 0.06 -1.00 0.023
F -3.624 0.974 3.501 1.19 -0.88 -0.55 0.014
F -3.039 -1.148 3.226 0.60 1.36 -0.38 0.030
```
Positions in Å, forces in eV/Å.

As for the expectation value of S²: 8.782. Its spin multiplicity is 6. As for the charge: +2. Its HOMO energy (alpha / beta) is -16.1 / -17.0 eV. As for the energy above the lowest of the compared OMol25 structures with the same formula, charge and spin: 82.7 kJ/mol. Its molar mass is 540.305 g mol⁻¹.